[1]
Here is C4H7NOS as an isolated structure at a distorted geometry from the OMol25 dataset. Energies are from ωB97M-V with the def2-TZVPD basis set.

Geometry (Å):
1 C 1.426 1.460 0.254
2 C -1.369 -0.778 -0.014
3 C -1.085 0.720 0.454
4 C -0.003 -0.960 -0.656
5 N 0.328 0.773 -0.134
6 O 2.581 1.231 0.029
7 S 1.238 -2.020 0.131
8 H 0.957 2.411 0.830
9 H -1.417 -1.503 0.889
10 H -2.105 -0.735 -0.785
11 H -1.837 1.516 0.109
12 H -0.887 0.999 1.557
13 H 0.111 -0.965 -1.691
14 H 2.063 -2.149 -0.973

Energy relative to the best compared isomer or geometry (same formula, charge and spin) = 69.4 kcal per mole
LUMO = 0.64 eV
DFT total energy = -18631.5403 eV
HOMO energy = -8.96 eV
Gap between HOMO and LUMO = 0.3527 hartree

These are the Mulliken partial charges, in e, on atoms 1 to 2:
1. C 0.17
2. C -0.44


[2]
Here is C5H11NO in the gas phase at a distorted geometry from the OMol25 dataset. Energies are from ωB97M-V with the def2-TZVPD basis set.

Geometry (Å):
1 H -1.497 -2.437 0.300
2 N -1.892 -1.436 0.170
3 C -1.126 -0.498 0.007
4 C -1.630 0.890 0.053
5 C 0.345 -0.619 -0.105
6 C 0.782 -0.218 1.354
7 C 0.993 0.305 -1.108
8 O 0.733 -1.954 -0.339
9 H -1.908 1.079 -0.978
10 H -0.833 1.556 0.361
11 H -2.326 1.087 0.741
12 H 1.774 -0.639 1.552
13 H 0.055 -0.597 2.143
14 H 0.732 0.833 1.611
15 H 1.365 1.251 -0.827
16 H 1.772 -0.272 -1.671
17 H 0.255 0.617 -1.805
18 H 0.472 -2.273 -1.258

Energy relative to the best compared isomer or geometry (same formula, charge and spin) = 48.5 kcal per mole
LUMO = 0.81 eV
DFT total energy = -8899.5935 eV
HOMO energy = -9.14 eV
Gap between HOMO and LUMO = 0.3656 hartree

These are the Mulliken partial charges, in e, on atoms 1 to 2:
1. H 0.27
2. N -0.73


[3]
Here is C7H15N in the gas phase at a distorted geometry from the OMol25 dataset. Energies are from ωB97M-V with the def2-TZVPD basis set.

Geometry (Å):
1 C 3.026 1.730 -0.786
2 C 2.180 0.450 -0.812
3 C 1.370 0.296 0.493
4 C 0.483 -0.941 0.517
5 C -0.986 -0.570 0.435
6 C -1.601 0.183 1.601
7 C -1.718 -0.914 -0.624
8 N -3.079 -0.635 -0.800
9 H 2.762 2.384 0.043
10 H 2.750 2.332 -1.659
11 H 4.098 1.548 -0.833
12 H 1.440 0.582 -1.601
13 H 2.721 -0.475 -0.963
14 H 0.760 1.188 0.647
15 H 2.117 0.205 1.294
16 H 0.684 -1.650 -0.298
17 H 0.647 -1.532 1.425
18 H -0.871 0.244 2.415
19 H -2.414 -0.418 2.024
20 H -1.872 1.199 1.351
21 H -1.247 -1.437 -1.452
22 H -3.345 -0.311 -1.725
23 H -3.467 -0.022 -0.095

Energy relative to the best compared isomer or geometry (same formula, charge and spin) = 15.3 kcal per mole
LUMO = 1.03 eV
DFT total energy = -8991.8247 eV
HOMO energy = -7.82 eV
Gap between HOMO and LUMO = 0.3254 hartree

These are the Mulliken partial charges, in e, on atoms 1 to 2:
1. C -1.16
2. C -0.41


[4]
Here is a 6-piece molecular cluster, C22H29ClF5O16S overall from the OMol25 dataset. Energies are from ωB97M-V with the def2-TZVPD basis set.

Geometry (Å):
1 C -4.974 1.763 -1.184
2 C -3.557 1.489 -1.668
3 C -2.948 0.350 -0.851
4 C -1.823 -0.376 -1.565
5 C -2.240 -1.182 -2.798
6 S -0.460 0.761 -1.929
7 C 0.761 -0.386 -2.595
8 C 1.975 -0.641 -1.717
9 O 2.825 -1.391 -2.074
10 Cl 2.045 0.166 -0.164
11 H -5.368 2.691 -1.587
12 H -5.642 0.938 -1.414
13 H -4.969 1.867 -0.098
14 H -3.563 1.221 -2.725
15 H -2.974 2.390 -1.520
16 H -3.707 -0.406 -0.660
17 H -2.597 0.748 0.100
18 H -1.326 -1.050 -0.861
19 H -2.193 -0.615 -3.725
20 H -3.252 -1.549 -2.660
21 H -1.611 -2.059 -2.876
22 H -0.810 1.449 -3.033
23 H 1.110 -0.042 -3.565
24 H 0.279 -1.350 -2.732
25 C -6.690 1.713 3.462
26 C -8.124 1.220 3.503
27 O -8.317 0.745 2.183
28 C -7.112 0.407 1.662
29 O -6.954 -0.211 0.665
30 O -6.114 0.877 2.451
31 F -9.003 2.212 3.755
32 H -6.658 2.754 3.136
33 H -6.154 1.596 4.398
34 H -8.307 0.403 4.203
35 C 5.851 1.097 -0.749
36 C 6.228 1.838 0.519
37 O 7.289 2.660 0.087
38 C 7.151 2.881 -1.253
39 O 7.742 3.691 -1.873
40 O 6.221 2.031 -1.763
41 F 6.661 1.007 1.493
42 H 6.444 0.187 -0.849
43 H 4.793 0.867 -0.832
44 H 5.438 2.469 0.931
45 C -0.557 6.415 -0.427
46 C -1.395 5.518 0.464
47 O -2.190 4.812 -0.480
48 C -1.539 4.807 -1.671
49 O -1.858 4.146 -2.606
50 O -0.491 5.648 -1.638
51 F -2.201 6.204 1.296
52 H -1.074 7.355 -0.621
53 H 0.442 6.608 -0.050
54 H -0.823 4.797 1.050
55 C 2.557 -3.963 -0.381
56 C 2.449 -4.483 -1.801
57 O 1.035 -4.541 -1.998
58 C 0.453 -3.664 -1.158
59 O -0.685 -3.307 -1.229
60 O 1.337 -3.202 -0.258
61 F 2.967 -5.714 -1.950
62 H 2.546 -4.783 0.335
63 H 3.420 -3.331 -0.198
64 H 2.876 -3.826 -2.560
65 C 4.357 -5.992 3.388
66 C 4.812 -4.977 4.420
67 O 5.507 -4.024 3.628
68 C 5.026 -4.082 2.366
69 O 5.223 -3.281 1.514
70 O 4.258 -5.185 2.207
71 F 5.655 -5.503 5.329
72 H 5.122 -6.755 3.241
73 H 3.403 -6.457 3.611
74 H 4.003 -4.468 4.947

LUMO = -3.18 eV
Net charge = +1
DFT total energy = -92983.3279 eV
HOMO energy = -13.18 eV
Gap between HOMO and LUMO = 0.3675 hartree

These are the Mulliken partial charges, in e, on atoms 1 to 2:
1. C -1.67
2. C 0.20